DFT (ωB97M-V/def2-TZVPD) results for a 12-piece molecular cluster, C34H62F4N6O26S2 overall in a non-equilibrium geometry.

XYZ file:
```
134
Properties=species:S:1:pos:R:3:forces:R:3
O -0.8960 -7.2131 3.7958 -0.7 -2.2 1.0
C -0.8787 -8.1971 4.5141 -2.0 3.9 -3.2
O 0.0923 -8.3840 5.3451 1.5 -1.7 0.9
C -0.2597 -9.5447 6.0659 0.6 -0.8 2.3
C -1.3032 -10.2223 5.2454 0.4 0.1 0.7
F -2.1851 -10.8399 6.0395 -0.8 -0.5 0.3
O -1.8972 -9.1503 4.6023 1.0 0.9 -1.1
H 0.4838 -10.3101 6.2882 0.9 0.8 -0.3
H -0.6189 -9.1804 7.0284 -0.5 -0.3 0.1
H -0.8234 -10.9655 4.6086 -0.5 0.0 -0.6
O -3.5109 7.7142 -1.1725 0.4 -1.5 -0.7
C -3.5764 7.0239 -2.1596 1.7 0.9 2.9
O -2.8195 5.9588 -2.4905 1.1 -1.2 1.4
C -3.1712 5.4090 -3.7468 0.4 0.4 -0.3
C -4.1870 6.4042 -4.1941 -1.2 0.6 -1.3
F -5.3880 5.8154 -4.4191 -0.6 -0.5 0.0
O -4.3607 7.2947 -3.1306 -2.2 0.8 -3.0
H -2.2998 5.3734 -4.4006 0.1 0.2 0.2
H -3.6003 4.4070 -3.7555 -0.1 0.0 0.7
H -3.9788 6.9505 -5.1141 0.3 0.2 0.2
O -9.3324 0.9196 2.5217 -0.1 0.4 0.0
C -9.3806 0.0009 3.2681 -0.1 1.2 -1.5
O -10.4204 -0.6529 3.6681 -3.3 1.5 -1.0
C -10.0710 -1.5941 4.5883 -1.3 -2.6 0.5
C -8.6058 -1.8408 4.2686 -2.3 1.6 5.7
F -8.4800 -2.8308 3.4917 0.6 -3.3 -5.0
O -8.3449 -0.5870 3.8136 5.4 0.0 -0.3
H -10.3832 -1.2622 5.5785 0.5 -0.2 0.2
H -10.6385 -2.4644 4.2587 -0.1 -0.4 0.7
H -8.0739 -2.2525 5.1263 0.7 1.7 0.7
O 8.9088 1.6592 -2.0897 1.1 -4.9 -4.5
C 9.0999 0.6978 -2.9281 0.7 5.3 5.1
O 10.2665 0.1122 -3.2192 1.3 1.9 1.5
C 10.0845 -0.8766 -4.1559 0.5 -0.6 -1.9
C 8.6134 -1.0997 -4.0648 1.4 -1.7 -2.0
F 8.4277 -2.1039 -3.2045 -1.2 -0.9 1.6
O 8.1711 0.1122 -3.6228 -3.2 -0.2 -0.4
H 10.2459 -0.5756 -5.1910 0.5 0.8 0.0
H 10.7960 -1.6877 -4.0007 -0.6 -0.2 0.4
H 8.2039 -1.4164 -5.0240 -0.6 0.5 0.2
O -4.6466 5.5399 5.6270 2.0 -0.5 0.5
S -3.2113 5.5890 5.8372 1.8 1.3 -0.9
O -2.6096 6.8114 6.4093 -1.3 -3.6 -1.0
O -2.5454 4.1916 6.3656 -1.6 -0.3 1.6
C -2.7460 3.1540 5.3357 -1.6 0.7 0.8
C -2.7628 3.9147 4.0137 1.0 1.4 0.7
O -2.3850 5.2486 4.4912 -0.3 1.4 -2.1
H -1.9840 2.4013 5.5381 -0.1 0.3 -0.3
H -3.7655 2.7695 5.3662 0.2 -0.6 1.0
H -3.7224 4.1170 3.5379 -0.1 -1.0 0.1
H -2.0241 3.4514 3.3596 0.0 0.9 -0.3
O 2.7040 -9.1640 0.6538 3.9 1.9 0.2
S 4.1172 -8.6971 0.7351 -0.1 -0.3 1.0
O 5.1917 -9.6745 0.5634 -2.2 2.1 0.1
O 4.4837 -7.3461 -0.1735 -0.4 -3.6 -2.0
C 4.3036 -6.1646 0.4768 -0.3 1.4 1.9
C 4.8749 -6.4932 1.8508 -1.4 1.4 1.0
O 4.3811 -7.8047 2.1698 0.0 -1.3 -1.8
H 4.7959 -5.3194 -0.0042 0.4 -0.5 -0.2
H 3.2550 -5.8754 0.5480 -0.2 -0.2 0.0
H 4.3900 -5.8603 2.5940 0.0 0.1 0.1
H 5.9399 -6.2840 1.9518 0.2 -1.0 -0.2
C 3.4962 5.2896 -5.2297 1.0 -0.5 -0.1
N 3.1642 5.8640 -6.5196 -0.9 0.2 2.3
C 3.6179 5.3750 -7.6566 5.6 -2.7 2.7
C 5.0140 4.6225 -7.8268 -0.9 0.7 1.1
O 3.0513 5.4979 -8.6384 -4.4 1.3 -6.9
H 3.9529 4.3062 -5.3411 0.3 0.0 -0.5
H 2.6625 4.9850 -4.5971 -0.3 1.0 0.0
H 4.2612 5.9267 -4.7858 -0.4 -0.1 0.8
H 2.2489 6.2629 -6.6720 0.0 0.0 0.3
H 5.4419 5.0540 -8.7317 0.1 0.1 0.3
H 4.8470 3.5681 -8.0470 -0.2 0.0 0.2
H 5.6638 4.7112 -6.9561 0.2 0.0 -0.2
C 7.0402 -0.9175 4.7795 1.7 -0.3 -1.1
N 6.4959 -1.4522 5.9548 -0.4 0.3 2.5
C 5.1821 -1.4845 6.1915 0.5 -2.7 1.1
C 4.7114 -2.2914 7.3839 -1.0 1.1 0.7
O 4.3704 -1.0743 5.4315 -1.9 1.8 -2.1
H 8.0049 -0.4638 5.0067 0.1 0.0 -0.1
H 6.4585 -0.1680 4.2430 -0.4 -0.4 0.3
H 7.2193 -1.8315 4.2133 0.3 0.6 -1.2
H 7.0910 -1.8465 6.6693 0.1 0.2 -0.3
H 3.6242 -2.2257 7.3424 0.0 -0.4 -0.3
H 4.8824 -1.6689 8.2622 0.6 -0.5 0.5
H 4.9915 -3.3409 7.4752 0.5 0.3 0.0
C 0.1679 -4.0479 -5.5355 -0.2 -1.6 0.2
N -0.2080 -2.8116 -6.0887 0.1 1.3 -0.8
C -0.0825 -2.4361 -7.4120 1.6 -2.0 0.2
C -0.6984 -1.1281 -7.7247 -0.6 -0.2 -0.8
O 0.4818 -3.1401 -8.2860 -1.4 1.3 2.1
H 0.4587 -3.8953 -4.4962 0.5 -0.2 -0.2
H 0.8858 -4.5787 -6.1610 0.4 0.3 0.3
H -0.6929 -4.7145 -5.4835 -0.2 -0.2 0.0
H -0.3777 -2.1163 -5.3761 -0.4 0.3 -0.7
H 0.0532 -0.3425 -7.8025 -0.2 0.0 -0.1
H -1.5429 -0.8752 -7.0836 0.3 0.2 0.2
H -1.1297 -1.4083 -8.6858 0.0 0.9 -0.4
C -9.8235 -0.9166 -3.5285 0.4 1.2 -0.2
N -9.8977 -1.1064 -4.9885 -4.0 -0.9 2.9
C -8.9260 -0.9798 -5.8342 1.4 0.0 -0.9
C -9.2854 -1.3018 -7.2453 0.9 -1.2 -0.5
O -7.8051 -0.7531 -5.4544 1.8 0.7 0.0
H -9.2444 -1.6267 -2.9382 0.1 -0.3 -0.6
H -10.7928 -0.8122 -3.0408 -0.3 -0.3 -0.6
H -9.3692 0.0628 -3.3789 0.3 -0.1 0.1
H -10.7883 -1.3975 -5.3655 0.1 0.1 0.3
H -8.4504 -1.9391 -7.5365 0.1 0.1 -0.3
H -9.3000 -0.4841 -7.9658 -0.4 0.0 0.3
H -10.1210 -2.0017 -7.2469 -0.4 0.6 -0.4
C -2.8208 -1.0675 -0.4840 0.2 0.4 0.0
N -1.4124 -0.9783 -0.0594 -2.2 -0.6 0.5
C -0.5337 -0.3257 -0.7906 2.6 2.4 -0.5
C 0.8818 -0.1434 -0.2343 0.0 0.0 -0.2
O -0.7516 0.2825 -1.8339 -0.9 -0.7 0.0
H -3.4982 -0.8067 0.3292 0.1 -0.7 0.3
H -2.9925 -2.0403 -0.9447 -0.4 0.1 0.3
H -3.0880 -0.2910 -1.2007 0.7 -0.1 -0.3
H -1.1885 -1.3580 0.8493 0.3 0.1 -0.3
H 1.1803 -0.8912 0.5004 0.2 0.1 -0.1
H 1.0323 0.8648 0.1517 -0.6 0.0 0.6
H 1.5467 -0.0560 -1.0936 0.1 -0.8 0.0
C 3.3486 8.7157 7.2092 -0.5 -0.5 -0.7
N 3.0233 7.8002 6.1165 1.1 -0.3 -1.2
C 3.9319 7.2765 5.1984 0.9 0.4 0.4
C 3.3628 6.2714 4.2309 -0.6 -0.5 -0.5
O 5.1496 7.5244 5.1274 -2.3 0.2 0.8
H 4.0050 8.1788 7.8941 0.0 0.5 0.3
H 2.3798 8.9780 7.6343 0.2 -0.2 0.5
H 3.7573 9.6621 6.8552 0.4 -0.3 -0.1
H 2.0849 7.4288 6.0780 0.3 0.1 -0.1
H 3.5591 5.2589 4.5838 0.5 0.0 0.0
H 3.8084 6.4202 3.2474 0.2 -0.1 0.2
H 2.2862 6.2429 4.0632 -0.2 0.6 0.3
```
Positions in Å, forces in eV/Å.

Its net charge is 0. The SMILES is O=C1OC[C@@H](F)O1.O=C1OC[C@@H](F)O1.O=C1OC[C@@H](F)O1.O=C1OC[C@@H](F)O1.O=S1(=O)OCCO1.O=S1(=O)OCCO1.CNC(C)=O.CNC(C)=O.CNC(C)=O.CNC(C)=O.CNC(C)=O.CNC(C)=O. For the LUMO energy, the calculation gives -0.2 eV. The value obtained for the HOMO energy is -9.37 eV. The electronic energy is -4813.159336 a.u. As for the HOMO-LUMO gap: 9.2 eV.